[1]
19
Properties=species:S:1:pos:R:3 method="wB97M-V/def2-TZVPD" homo_ev=-7.12 homo_lumo_gap_ev=6.79 relative_energy_kj_mol=414.1 total_energy_ev=-9366.9018
C 0.628 0.300 1.609
C -0.170 -0.865 1.538
N -0.995 -1.212 0.537
N 1.229 0.524 2.988
H 0.757 1.219 0.989
H -0.239 -1.488 2.482
H -1.745 -1.781 0.978
H -1.118 -1.234 -1.139
H 0.608 1.146 3.517
H 2.157 1.012 2.979
H 1.418 -0.346 3.496
C -1.060 0.094 -2.630
O -1.178 -1.221 -2.141
C 0.369 0.632 -2.402
H -1.740 0.835 -2.157
H -1.201 0.055 -3.701
H 0.563 1.589 -2.861
H 1.079 -0.056 -2.777
H 0.637 0.798 -1.305


[2]
19
Properties=species:S:1:pos:R:3 method="wB97M-V/def2-TZVPD" homo_ev=-8.21 homo_lumo_gap_ev=9.12 smiles=CN[C@@H](CN)CO relative_energy_kj_mol=176.6 total_energy_ev=-9369.3639
C -1.327 1.226 1.685
N -1.285 0.657 0.363
C -0.002 0.183 -0.142
C -0.034 0.362 -1.648
O 1.326 0.035 -2.127
C 0.259 -1.281 0.255
N 1.631 -1.717 0.323
H -0.488 0.904 2.317
H -2.149 0.834 2.291
H -1.363 2.315 1.660
H -2.044 0.034 0.138
H 0.772 0.808 0.258
H -0.236 1.365 -2.012
H -0.619 -0.400 -2.157
H 1.775 0.787 -2.508
H -0.344 -1.932 -0.374
H -0.157 -1.358 1.262
H 2.190 -1.200 0.987
H 2.095 -1.621 -0.573


[3]
19
Properties=species:S:1:pos:R:3 method="wB97M-V/def2-TZVPD" homo_ev=-8.78 homo_lumo_gap_ev=9.67 smiles="C=NCCCN.O" relative_energy_kj_mol=185.9 total_energy_ev=-9369.2669
C 0.753 -1.034 0.786
C 0.604 0.249 1.625
C -0.474 1.238 1.127
C -0.082 1.588 -1.127
N -0.811 1.024 -0.272
N -0.480 -1.795 0.569
H 1.446 -1.708 1.294
H 1.190 -0.736 -0.173
H 0.334 -0.063 2.639
H 1.587 0.712 1.703
H -0.120 2.256 1.310
H -1.364 1.097 1.737
H -0.148 1.249 -2.161
H 0.662 2.366 -0.907
H -1.159 -1.182 0.130
H -0.863 -2.058 1.470
H 0.334 -1.313 -3.544
H -1.125 -1.178 -3.088
O -0.286 -0.711 -3.116


[4]
19
Properties=species:S:1:pos:R:3 method="wB97M-V/def2-TZVPD" homo_ev=-8.67 homo_lumo_gap_ev=9.47 relative_energy_kj_mol=337.4 total_energy_ev=-9367.6967
C -0.161 -2.315 0.664
C 1.852 0.220 -0.991
C 0.749 0.097 0.021
O 0.038 -1.404 -0.375
N 0.956 0.404 1.232
H 0.161 0.304 1.856
H 0.129 -3.320 0.335
H 0.445 -2.081 1.554
H -1.214 -2.336 0.980
H 2.655 -0.463 -0.724
H 2.248 1.237 -0.987
H 1.495 -0.059 -1.981
C -1.609 1.671 0.209
N -0.805 0.955 -0.782
H -0.413 1.581 -1.481
H -1.097 -0.033 -0.926
H -2.321 2.325 -0.293
H -0.972 2.272 0.861
H -2.135 0.944 0.826


[5]
19
Properties=species:S:1:pos:R:3 method="wB97M-V/def2-TZVPD" homo_ev=-8.50 homo_lumo_gap_ev=9.16 smiles="C=C(N)CCN.O" relative_energy_kj_mol=268.1 total_energy_ev=-9368.4152
C 2.146 -0.005 -0.693
C 0.704 -0.014 -1.068
C -0.264 0.263 0.075
C -1.153 -0.697 0.500
N -0.123 1.448 0.820
N 2.538 -0.928 0.440
H 2.632 1.039 -0.645
H 2.700 -0.372 -1.592
H 0.419 0.613 -1.907
H 0.460 -1.049 -1.426
H -2.005 -0.672 1.296
H -0.985 -1.752 0.316
H 0.516 2.284 0.578
H -0.164 1.308 1.938
H 2.090 -1.807 0.176
H 1.995 -0.821 1.349
H -3.950 1.091 0.189
H -3.372 -0.094 -0.358
O -4.184 0.166 0.012


[6]
19
Properties=species:S:1:pos:R:3 method="wB97M-V/def2-TZVPD" homo_ev=-9.22 homo_lumo_gap_ev=10.18 smiles=CNC[C@@H](N)CO relative_energy_kj_mol=180.2 total_energy_ev=-9369.3266
N -1.659 0.459 0.619
C -0.414 0.276 -0.109
C -0.233 1.328 -1.187
O -1.053 1.164 -2.338
C 0.822 0.219 0.809
N 0.914 -1.040 1.504
C 1.536 -2.137 0.722
H -2.316 -0.286 0.400
H -1.484 0.431 1.617
H -0.378 -0.725 -0.575
H 0.769 1.649 -1.486
H -0.645 2.217 -0.693
H -1.271 0.236 -2.486
H 1.729 0.516 0.266
H 0.618 0.996 1.565
H 1.467 -0.981 2.344
H 0.931 -2.354 -0.157
H 2.536 -1.878 0.351
H 1.549 -2.966 1.422


[7]
19
Properties=species:S:1:pos:R:3 method="wB97M-V/def2-TZVPD" homo_ev=-9.12 homo_lumo_gap_ev=10.14 smiles=CNNC(C)(C)O relative_energy_kj_mol=352.3 total_energy_ev=-9367.5423
C 1.385 0.699 0.316
C 0.307 -0.818 2.235
C -0.667 -0.130 -2.460
C 0.104 0.170 1.026
N -0.953 0.542 -1.242
N -0.734 -0.569 0.045
O -0.494 1.363 1.550
H 2.309 0.565 0.899
H 1.265 1.706 0.164
H 1.486 0.334 -0.628
H -0.615 -1.135 2.578
H 0.919 -0.411 2.974
H 0.993 -1.614 1.770
H -0.672 0.551 -3.360
H 0.385 -0.508 -2.481
H -1.417 -0.979 -2.562
H -1.866 0.839 -1.030
H -1.619 -0.629 0.428
H 0.113 2.129 1.467


[8]
19
Properties=species:S:1:pos:R:3 method="wB97M-V/def2-TZVPD" homo_ev=-8.48 homo_lumo_gap_ev=9.39 smiles="CC(C)O.C=NN" relative_energy_kj_mol=320.6 total_energy_ev=-9367.8706
C 0.883 -0.569 0.004
C 1.433 -1.369 1.173
C 1.149 0.897 0.063
O 1.290 -1.073 -1.248
H 1.216 -2.035 -1.237
H -0.355 -0.629 0.057
H 0.242 1.368 0.577
H 1.120 -0.922 2.114
H 1.084 -2.402 1.143
H 2.525 -1.377 1.142
H 2.117 1.121 0.496
H 1.089 1.369 -0.913
N -1.932 1.696 -1.214
C -2.059 -0.014 0.275
N -1.850 1.253 0.075
H -1.473 2.588 -1.326
H -1.639 1.040 -1.938
H -2.457 -0.659 -0.512
H -2.383 -0.284 1.269